--- 1 ---
# C5H10O

The molecule C5H10O (ωB97M-V/def2-TZVPD, OMol25).

Output
* HOMO-LUMO gap: 10.81 eV
* SMILES: C[C@H]1CC[C@H]1O
* HOMO: -0.36130 Eh

ORCA input file:
```
! wB97M-V def2-TZVPD RIJCOSX def2/J DEFGRID3
* xyz 0 1
C -1.51467 0.35404 0.92715
C -0.13179 0.61267 0.34989
C 1.03799 -0.27682 0.84318
C 1.50513 -0.43019 -0.62371
C 0.15202 0.12192 -1.10000
O -0.66810 -0.95269 -1.51528
H -2.29884 0.88546 0.37062
H -1.74540 -0.71759 0.90231
H -1.57252 0.68880 1.96941
H 0.12566 1.67813 0.43146
H 1.74274 0.18013 1.54645
H 0.67937 -1.22311 1.26590
H 2.34237 0.22691 -0.88104
H 1.72169 -1.44148 -0.97908
H 0.18796 0.90307 -1.87426
H -1.56363 -0.60925 -1.63300
*
```

--- 2 ---
# C5H10O

The molecule C5H10O (ωB97M-V/def2-TZVPD, OMol25).

Output
* HOMO-LUMO gap: 11.13 eV
* SMILES: CC1(CO)CC1
* HOMO: -0.37406 Eh

ORCA input file:
```
! wB97M-V def2-TZVPD RIJCOSX def2/J DEFGRID3
* xyz 0 1
C -0.22754 -1.33080 0.70051
C 0.20829 -0.02349 0.08721
C -0.82004 0.98822 0.54890
O -2.23599 0.51160 0.37225
C 0.73230 0.04480 -1.32969
C 1.65172 0.35357 -0.18080
H 0.11647 -2.17156 0.11347
H 0.12900 -1.47134 1.72883
H -1.37376 -1.29485 0.66485
H -0.73031 1.93968 0.02920
H -0.73928 1.14716 1.63315
H -2.39190 0.30597 -0.56792
H 0.41505 0.87908 -1.95424
H 0.87677 -0.88738 -1.87225
H 2.42047 -0.37840 0.07005
H 1.96873 1.38775 -0.04352
*
```

--- 3 ---
# C5H10O

A structure of composition C5H10O (ωB97M-V/def2-TZVPD, OMol25).

Output
* HOMO-LUMO gap (alpha / beta): 8.03 / 8.03 eV
* HOMO (alpha / beta): -0.27401 / -0.27400 Eh

ORCA input file:
```
! wB97M-V def2-TZVPD RIJCOSX def2/J DEFGRID3
* xyz 0 1
C 2.15794 -0.53182 0.20865
O 1.46475 0.63141 0.60294
C 0.48244 0.94615 -0.18261
C -0.89055 1.29145 0.31117
C -1.59211 0.04976 -0.28772
C -0.57079 -1.09475 -0.03053
H 2.53130 -0.48421 -0.82527
H 0.81625 -1.13547 -0.00794
H 2.93147 -0.75585 0.94866
H 0.64479 0.87212 -1.26315
H -0.90788 1.25447 1.40647
H -1.29738 2.25536 -0.02598
H -1.72006 0.20480 -1.36970
H -2.60180 -0.13474 0.12110
H -0.64462 -1.38393 1.03069
H -0.80376 -1.98476 -0.63677
*
```

Computed energies relative to the best structure, in kJ/mol: 1 0.0; 2 52.2; 3 403.5